The following is a DFT calculation (ωB97M-V with the def2-TZVPD basis set) of 3 unconnected molecules or ions with the total composition C21H37NO11P3S.

Element x y z (Å)
C  0.6022  4.5744  1.5926
C  -0.7729  4.6580  0.9332
O  -1.7040  5.0860  1.5834
O  -0.9637  4.3153  -0.3604
C  -0.3637  3.0334  -0.7226
C  -1.4112  2.2032  -1.4816
P  -1.7547  0.4810  -0.7594
O  -1.6314  0.9922  0.9143
C  -2.5126  0.1961  1.6542
P  -2.4315  0.6162  3.4554
O  -1.8879  2.1438  3.5172
O  -3.9375  0.7360  4.0129
S  -1.2637  -0.4610  4.5556
C  -2.3967  -1.2925  1.1337
O  -1.4867  -2.1947  1.7781
C  -0.2512  -2.3050  1.1686
O  -0.0667  -3.0666  0.2474
C  0.9445  -1.5234  1.6726
C  1.3321  -1.5358  2.9968
C  2.4459  -0.8412  3.3766
C  3.1837  -0.0927  2.4908
C  2.7996  -0.0695  1.1687
C  1.7014  -0.8005  0.7905
P  -4.0705  -2.1461  1.4087
N  -4.3397  -2.1340  3.1173
O  -5.2297  -1.1697  0.6941
O  -2.2286  -1.1571  -0.1992
H  1.4398  4.5544  0.8930
H  0.6793  5.4405  2.2514
H  0.5897  3.6912  2.2387
H  0.4498  3.2729  -1.4377
H  0.1097  2.5117  0.1125
H  -1.0599  2.0516  -2.5080
H  -2.3667  2.7325  -1.5089
H  -3.1758  0.8077  -0.7452
H  -1.8539  -0.0550  -2.1028
H  -0.3836  0.0625  -0.8391
H  -3.5089  0.5913  1.3689
H  -0.9321  2.0869  3.6388
H  -3.9883  1.5974  4.4541
H  0.7758  -2.0880  3.7419
H  2.7955  -0.8537  4.4056
H  4.0654  0.4630  2.7924
H  3.3224  0.4998  0.4083
H  1.4355  -0.7924  -0.2608
H  -3.4493  -2.1419  3.6135
H  -4.8572  -2.9630  3.3711
H  -4.7335  -0.6109  0.0665
C  3.3318  5.6205  -4.3899
C  3.9157  4.3386  -4.9668
C  3.7205  3.3633  -3.8154
O  2.5483  3.7855  -3.1141
C  2.1676  5.0883  -3.5678
H  3.0234  6.3431  -5.1447
H  4.0641  6.1015  -3.7361
H  3.3291  4.0193  -5.8318
H  4.9566  4.4282  -5.2763
H  4.5651  3.3974  -3.1179
H  3.5908  2.3343  -4.1527
H  1.2647  4.9843  -4.1787
H  1.9338  5.7187  -2.7092
C  0.6275  -7.2827  -0.0976
C  -0.7041  -6.5445  -0.0587
C  -0.6900  -5.8092  -1.3865
O  0.0658  -6.6267  -2.3014
C  0.7374  -7.6518  -1.5708
H  0.6695  -8.1503  0.5616
H  1.4370  -6.6030  0.1801
H  -1.5270  -7.2649  -0.0356
H  -0.8140  -5.8752  0.7928
H  -0.1888  -4.8461  -1.2983
H  -1.6905  -5.6443  -1.7869
H  0.2349  -8.6050  -1.7790
H  1.7722  -7.7236  -1.9121

Output
net charge	-1
E	-85093.0592	eV
largest force on an atom	2.96	eV/A
HOMO-LUMO gap	7.221	eV